1.
The following is a quantum chemistry calculation of C16H30IrN2OP2 as an isolated structure, from the Open Molecules 2025 dataset.

Calculated values
Energy relative to the best compared isomer or geometry (same formula, charge and spin), kcal/mol: 0.0
2S+1: 6
Orbital gap (spin up / spin down), eV: 5.8 / 5.7

CARTESIAN COORDINATES (ANGSTROEM)
Ir: 0.0138 0.2557 -0.3414
P: -0.9149 1.2745 1.6275
P: 1.4699 -1.1581 -1.8489
N: -0.8445 -1.2995 0.0686
H: -1.2678 1.0577 -1.0090
C: -2.2499 2.4782 1.2203
H: -2.6704 2.8894 2.1486
H: -3.0358 1.9553 0.6620
H: -1.8493 3.2922 0.6059
C: 0.0942 2.2036 2.8495
H: -0.5540 2.6588 3.6111
H: 0.6802 2.9828 2.3532
H: 0.7799 1.4947 3.3261
C: -1.7846 0.1125 2.7627
H: -2.2305 0.6754 3.5946
H: -1.0651 -0.6067 3.1706
H: -2.5737 -0.4318 2.2330
C: 1.1684 -1.0213 -3.6718
H: 1.7818 -1.7502 -4.2181
H: 1.4163 -0.0083 -4.0081
H: 0.1009 -1.1948 -3.8572
C: 3.2581 -0.7712 -1.7073
H: 3.8435 -1.2575 -2.5043
H: 3.6093 -1.1161 -0.7259
H: 3.3984 0.3176 -1.7703
C: 1.3279 -2.9561 -1.6202
H: 1.9192 -3.4989 -2.3716
H: 0.2775 -3.2498 -1.7143
H: 1.6772 -3.2274 -0.6206
C: -1.5699 -2.3550 0.3871
C: -3.6267 -3.6311 0.1615
C: -2.8864 -2.5074 -0.1484
C: -1.0701 -3.3456 1.2891
C: -1.8396 -4.4595 1.5774
C: -3.1114 -4.6134 1.0151
H: -4.6230 -3.7417 -0.2714
H: -3.2404 -1.6972 -0.7959
H: -0.0788 -3.1621 1.7176
H: -1.4384 -5.2194 2.2519
H: -3.7004 -5.4968 1.2399
C: 1.8647 3.0837 0.0487
O: 1.6884 1.9011 0.4610
C: 0.7823 4.0916 -0.1786
H: 1.1665 4.8313 -0.8964
H: 0.4749 4.6677 0.7180
H: -0.0466 3.5670 -0.6796
C: 3.2256 3.5583 -0.2972
H: 3.2117 3.7359 -1.3812
H: 3.9483 2.7807 -0.0386
H: 3.4305 4.5137 0.2012
N: 1.0624 1.9694 -2.7861
C: 0.6008 1.4281 -1.8396

Which charges does Mulliken predict for the atoms? In e, they are: number 1, Ir, carries 0.333; number 2, P, carries 0.998; number 3, P, carries 0.654; number 4, N, carries 0.029; number 5, H, carries -0.125; number 6, C, carries -1.351; number 7, H, carries 0.440; number 8, H, carries 0.342; number 9, H, carries 0.294; number 10, C, carries -1.236; number 11, H, carries 0.425; number 12, H, carries 0.291; number 13, H, carries 0.343; number 14, C, carries -1.295; number 15, H, carries 0.464; number 16, H, carries 0.328; number 17, H, carries 0.350; number 18, C, carries -1.370; number 19, H, carries 0.442; number 20, H, carries 0.419; number 21, H, carries 0.320; number 22, C, carries -1.162; number 23, H, carries 0.422; number 24, H, carries 0.335; number 25, H, carries 0.252; number 26, C, carries -1.249; number 27, H, carries 0.437; number 28, H, carries 0.318; number 29, H, carries 0.309; number 30, C, carries -0.532; number 31, C, carries -0.537; number 32, C, carries -0.180; number 33, C, carries 0.273; number 34, C, carries -0.637; number 35, C, carries -0.305; number 36, H, carries 0.356; number 37, H, carries 0.440; number 38, H, carries 0.453; number 39, H, carries 0.353; number 40, H, carries 0.380; number 41, C, carries 0.900; number 42, O, carries -0.465; number 43, C, carries -0.940; number 44, H, carries 0.386; number 45, H, carries 0.291; number 46, H, carries 0.234; number 47, C, carries -1.782; number 48, H, carries 0.343; number 49, H, carries 0.367; number 50, H, carries 0.416; number 51, N, carries -0.794; number 52, C, carries 0.223


2.
The following is a quantum chemistry calculation of C16H24IN4PdS as an isolated structure, from the Open Molecules 2025 dataset.

Calculated values
2S+1: 3
Orbital gap (spin up / spin down), eV: 8.1 / 7.2
Charge: +1

CARTESIAN COORDINATES (ANGSTROEM)
Pd: -0.0595 -0.6362 -1.7830
N: -0.7384 -0.8249 -3.9260
C: 0.1300 -1.7388 -4.6926
C: 1.5266 -1.7561 -4.0855
N: 1.4508 -2.0242 -2.6346
C: 1.1415 -3.4245 -2.2994
C: 0.4828 -3.5194 -0.9357
N: -0.7772 -2.7577 -0.9643
H: -1.7184 -1.0168 -4.0984
H: -0.5632 0.1407 -4.1984
H: 0.2010 -1.4436 -5.7415
H: -0.3228 -2.7308 -4.6766
H: 1.9858 -0.7748 -4.2015
H: 2.1528 -2.4944 -4.5950
H: 2.3254 -1.7522 -2.1978
H: 2.0370 -4.0487 -2.3524
H: 0.4465 -3.8064 -3.0495
H: 1.1235 -3.0668 -0.1752
H: 0.3388 -4.5694 -0.6677
H: -1.1802 -2.6954 -0.0369
H: -1.4664 -3.2195 -1.5487
N: -0.2609 -0.0031 0.2593
S: 0.3003 1.3708 0.8732
C: 0.8975 1.0163 2.5190
C: 1.2374 2.0837 3.3426
C: 1.7676 1.8237 4.5935
C: 1.9616 0.5124 5.0135
C: 1.6312 -0.5415 4.1788
C: 1.0999 -0.2930 2.9188
C: -1.0720 2.4402 1.2310
C: -1.9556 2.1985 2.2773
C: -3.0327 3.0487 2.4520
C: -3.2164 4.1252 1.5898
C: -2.3306 4.3553 0.5494
C: -1.2468 3.5074 0.3619
H: -0.9214 -0.4498 0.8904
H: 1.0820 3.1044 3.0172
H: 2.0311 2.6462 5.2443
H: 2.3762 0.3162 5.9927
H: 1.7890 -1.5611 4.5034
H: 0.8561 -1.1058 2.2479
H: -1.7919 1.3714 2.9572
H: -3.7267 2.8806 3.2640
H: -4.0566 4.7904 1.7364
H: -2.4773 5.1951 -0.1156
H: -0.5484 3.6647 -0.4508
I: 1.0915 1.6630 -2.5868

Which charges does Mulliken predict for the atoms? In e, they are: number 1, Pd, carries 0.233; number 2, N, carries -0.384; number 3, C, carries -0.642; number 4, C, carries -0.576; number 5, N, carries 0.032; number 6, C, carries -0.643; number 7, C, carries -0.529; number 8, N, carries -0.419; number 9, H, carries 0.214; number 10, H, carries 0.224; number 11, H, carries 0.404; number 12, H, carries 0.366; number 13, H, carries 0.300; number 14, H, carries 0.335; number 15, H, carries 0.194; number 16, H, carries 0.372; number 17, H, carries 0.308; number 18, H, carries 0.254; number 19, H, carries 0.457; number 20, H, carries 0.228; number 21, H, carries 0.208; number 22, N, carries -0.158; number 23, S, carries 0.100; number 24, C, carries 0.232; number 25, C, carries -0.342; number 26, C, carries -0.603; number 27, C, carries -0.475; number 28, C, carries -0.581; number 29, C, carries -0.140; number 30, C, carries 0.660; number 31, C, carries -0.244; number 32, C, carries -0.664; number 33, C, carries -0.429; number 34, C, carries -0.572; number 35, C, carries -0.358; number 36, H, carries 0.169; number 37, H, carries 0.444; number 38, H, carries 0.393; number 39, H, carries 0.393; number 40, H, carries 0.402; number 41, H, carries 0.283; number 42, H, carries 0.399; number 43, H, carries 0.398; number 44, H, carries 0.402; number 45, H, carries 0.403; number 46, H, carries 0.309; number 47, I, carries -0.357